(1)
This record from the Open Molecules 2025 dataset describes C33H35BrF3N7O3PReS as an isolated structure in a non-equilibrium geometry. The level of theory is ωB97M-V/def2-TZVPD.

Atoms and positions in Å:
Re -1.58 0.66 -0.05
O 3.34 -1.20 -1.84
C 2.45 -2.18 -2.19
C 2.83 -3.32 -2.88
C 1.86 -4.25 -3.23
C 0.53 -4.05 -2.89
C 0.17 -2.91 -2.19
C 1.12 -1.97 -1.82
C 0.76 -0.73 -1.05
O -0.45 -0.89 -0.37
N 0.68 0.44 -1.96
N -0.47 1.17 -1.79
C -0.89 1.91 -2.77
C -2.24 2.38 -2.84
Br -3.45 1.26 -1.81
C -2.79 3.30 -3.66
C -2.07 4.25 -4.48
C -2.74 4.76 -5.60
C -2.09 5.62 -6.47
C -0.78 5.99 -6.22
C -0.11 5.52 -5.09
C -0.76 4.66 -4.22
H 4.21 -1.39 -2.22
H 3.86 -3.47 -3.17
H 2.16 -5.14 -3.79
H -0.22 -4.78 -3.18
H -0.86 -2.75 -1.91
H 1.54 -0.51 -0.32
H 0.90 0.24 -2.92
H -0.25 2.07 -3.64
H -3.87 3.33 -3.74
H -3.77 4.47 -5.80
H -2.61 6.01 -7.34
H -0.27 6.67 -6.89
H 0.89 5.85 -4.87
H -0.26 4.36 -3.30
O -3.00 -0.32 0.93
N -2.92 -0.58 2.26
C -3.98 -1.23 2.80
C -3.99 -1.48 4.15
C -2.90 -1.05 4.92
C -1.84 -0.41 4.33
C -1.83 -0.18 2.95
S -0.52 0.56 2.12
H -4.75 -1.49 2.11
H -4.83 -1.99 4.58
H -2.91 -1.21 5.99
H -0.99 -0.07 4.91
C 4.76 -3.45 3.14
N 3.45 -3.96 3.76
C 3.20 -5.37 3.21
N 3.17 -5.36 1.79
C 4.42 -4.84 1.26
N 4.69 -3.48 1.73
C 3.74 -2.50 1.18
P 1.97 -2.84 1.63
C 2.31 -3.04 3.46
C 2.00 -4.66 1.25
H 5.55 -4.11 3.51
H 4.92 -2.44 3.52
H 3.58 -4.02 4.77
H 2.25 -5.71 3.63
H 4.02 -5.99 3.58
H 4.37 -4.84 0.17
H 5.24 -5.49 1.57
H 3.84 -2.50 0.09
H 4.02 -1.50 1.52
H 1.42 -3.44 3.96
H 2.54 -2.07 3.90
H 1.99 -4.79 0.16
H 1.09 -5.13 1.63
F -2.21 7.31 2.27
C -3.22 6.45 2.38
F -3.52 6.29 3.67
F -4.28 6.95 1.76
C -2.86 5.10 1.76
C -1.72 4.94 1.00
C -1.45 3.70 0.47
N -2.26 2.65 0.66
C -3.38 2.81 1.39
C -3.71 4.02 1.96
H -1.04 5.77 0.82
H -0.57 3.53 -0.13
H -4.01 1.94 1.51
H -4.61 4.12 2.55

Computed properties:
* orbital gap (alpha / beta): 6.855 / 5.737 eV
* ⟨S²⟩: 3.79
* net charge: +3
* relative energy (zero: lowest compared OMol25 entry of this formula, charge and spin): 11.47 kcal/mol
* 2S+1: 4

=====

(2)
This record from the Open Molecules 2025 dataset describes C33H35BrFN5O5Rb as an isolated structure. The level of theory is ωB97M-V/def2-TZVPD.

Atoms and positions in Å:
Rb 0.11 1.66 0.04
O 3.84 1.21 2.39
C 3.99 1.78 3.55
C 5.14 1.55 4.35
C 5.32 2.16 5.57
C 4.37 3.04 6.08
C 3.24 3.30 5.31
C 3.03 2.69 4.08
C 1.76 2.99 3.31
O 1.92 2.82 1.94
N 0.70 2.13 3.85
N -0.50 2.21 3.28
C -1.35 1.28 3.47
C -2.66 1.27 2.83
Br -3.09 2.78 1.78
C -3.49 0.24 2.96
C -4.78 -0.01 2.31
C -4.97 0.18 0.94
C -6.20 -0.10 0.36
C -7.25 -0.57 1.13
C -7.07 -0.78 2.49
C -5.84 -0.51 3.07
H 2.63 2.10 1.87
H 5.89 0.87 3.95
H 6.21 1.95 6.14
H 4.51 3.53 7.04
H 2.48 3.98 5.68
H 1.43 4.02 3.48
H 1.00 1.22 4.20
H -1.13 0.40 4.08
H -3.15 -0.54 3.65
H -4.14 0.52 0.33
H -6.32 0.05 -0.70
H -8.21 -0.78 0.67
H -7.88 -1.15 3.10
H -5.70 -0.68 4.13
N 2.96 1.82 -0.87
C 3.33 2.81 -1.87
C 2.94 4.24 -1.50
C 1.49 4.65 -1.78
N 0.63 4.54 -0.60
H 3.55 1.88 -0.04
H 3.07 0.89 -1.25
H 2.82 2.54 -2.80
H 4.41 2.80 -2.09
H 3.60 4.91 -2.06
H 3.17 4.41 -0.44
H 1.07 4.01 -2.56
H 1.50 5.68 -2.18
H -0.30 4.87 -0.82
H 0.99 5.08 0.18
C 0.62 -2.82 -5.92
C -0.27 -3.62 -4.98
C 0.27 -5.04 -4.86
C -0.55 -5.85 -3.88
C -0.56 -5.16 -2.55
C -0.64 -5.88 -1.37
C -0.67 -5.21 -0.15
F -0.75 -5.96 0.97
C -0.61 -3.85 -0.07
C -0.52 -3.11 -1.25
C -0.51 -1.63 -1.13
O -0.43 -1.08 -0.03
C -0.56 -0.94 -2.39
C -0.44 -1.64 -3.54
N -0.37 -3.00 -3.65
C -0.48 -3.75 -2.49
C -0.66 0.58 -2.48
O -1.66 1.08 -1.91
O 0.30 1.18 -3.01
H 0.79 -3.41 -6.83
H 1.59 -2.62 -5.46
H 0.19 -1.87 -6.24
H -1.28 -3.67 -5.40
H 1.31 -5.00 -4.54
H 0.26 -5.49 -5.85
H -0.16 -6.86 -3.77
H -1.58 -5.95 -4.26
H -0.70 -6.96 -1.39
H -0.63 -3.33 0.88
H -0.36 -1.09 -4.47

Computed properties:
* orbital gap: 6.223 eV
* net charge: -1

=====

(3)
This record from the Open Molecules 2025 dataset describes C33H35BrGaN5O11PS as an isolated structure in a non-equilibrium geometry. The level of theory is ωB97M-V/def2-TZVPD.

Atoms and positions in Å:
C 4.65 -2.44 -2.55
C 5.74 -1.66 -3.31
S 6.32 -0.13 -2.48
C 4.77 0.71 -1.91
Ga 3.28 0.77 -3.35
P 1.21 0.32 -2.24
O 1.07 -1.38 -2.30
Br -0.47 1.19 -3.54
H 3.99 -2.96 -3.26
H 5.16 -3.15 -1.88
H 4.01 -1.82 -1.92
H 6.62 -2.31 -3.39
H 5.44 -1.43 -4.33
H 4.44 0.20 -0.99
H 4.98 1.75 -1.63
H 3.42 -0.41 -4.46
H 3.30 2.19 -4.08
H 0.92 -1.67 -1.41
C 2.92 5.48 2.17
C 3.63 5.73 1.00
C 3.13 5.31 -0.22
C 1.92 4.65 -0.26
C 1.20 4.38 0.89
C 1.71 4.80 2.12
N 1.37 4.23 -1.55
O 2.03 4.46 -2.54
O 0.29 3.69 -1.55
H 3.31 5.81 3.12
H 4.58 6.25 1.05
H 3.69 5.51 -1.13
H 0.25 3.86 0.86
H 1.15 4.60 3.02
C -3.13 -2.00 0.81
C -2.90 -1.72 2.15
C -2.38 -0.49 2.53
C -2.10 0.45 1.54
C -2.32 0.18 0.20
C -2.84 -1.06 -0.16
N -1.57 1.75 1.94
O -1.37 1.95 3.12
O -1.38 2.57 1.07
H -3.54 -2.96 0.53
H -3.12 -2.46 2.91
H -2.20 -0.28 3.57
H -2.09 0.91 -0.57
H -3.02 -1.28 -1.20
C -3.43 -8.36 -2.10
C -2.55 -7.29 -1.98
C -3.04 -5.99 -1.93
C -4.41 -5.78 -1.99
C -5.30 -6.84 -2.12
C -4.80 -8.13 -2.17
N -4.92 -4.42 -1.91
O -4.12 -3.52 -1.82
O -6.12 -4.26 -1.94
H -3.05 -9.37 -2.13
H -1.49 -7.47 -1.92
H -2.35 -5.16 -1.83
H -6.36 -6.67 -2.18
H -5.48 -8.97 -2.27
C 0.90 8.56 -0.12
C 1.09 8.74 1.25
C 1.50 9.97 1.73
C 1.72 11.01 0.83
C 1.54 10.84 -0.53
C 1.13 9.60 -1.00
N 2.14 12.32 1.34
O 2.31 12.44 2.53
O 2.29 13.21 0.54
H 0.57 7.59 -0.49
H 0.91 7.93 1.93
H 1.65 10.11 2.79
H 1.72 11.65 -1.22
H 0.98 9.45 -2.06
C -2.68 -8.37 4.66
C -2.11 -9.03 3.58
C -1.67 -8.30 2.49
C -1.81 -6.92 2.49
C -2.38 -6.26 3.56
C -2.82 -6.99 4.65
N -1.32 -6.16 1.34
O -0.84 -6.77 0.41
O -1.43 -4.95 1.39
H -3.02 -8.94 5.52
H -2.00 -10.10 3.60
H -1.22 -8.82 1.65
H -2.49 -5.18 3.55
H -3.27 -6.48 5.49

Computed properties:
* orbital gap: 4.403 eV
* net charge: -1

=====

(4)
This record from the Open Molecules 2025 dataset describes C33H35CdClGe2NO7STe as an isolated structure in a non-equilibrium geometry. The level of theory is ωB97M-V/def2-TZVPD.

Atoms and positions in Å:
Cd 0.19 -0.37 1.61
N 3.53 -2.16 0.44
C 3.72 -1.00 -0.26
C 3.24 -0.66 -1.53
C 3.63 0.54 -2.14
C 4.63 1.41 -1.61
C 5.09 1.10 -0.29
C 4.62 -0.01 0.37
S 5.38 2.80 -2.57
O 6.39 3.49 -1.71
O 4.16 3.61 -2.97
O 5.89 2.04 -3.73
H 3.57 -2.09 1.48
H 3.11 -3.01 0.11
H 2.58 -1.30 -2.09
H 3.13 0.77 -3.07
H 5.75 1.77 0.31
H 4.89 -0.19 1.42
O 2.28 -0.55 5.09
Cl 2.23 -0.94 3.70
O 0.99 -1.74 3.38
O 2.11 0.33 2.84
O 3.41 -1.71 3.31
C -2.34 -2.99 3.99
Ge -1.69 -3.76 2.31
C -2.92 -5.09 1.55
C 0.11 -4.66 2.23
Ge -1.67 -1.96 0.57
C -1.44 -2.37 -1.30
C -1.75 -1.41 -2.31
C -1.55 -1.62 -3.64
C -1.05 -2.90 -4.04
C -0.80 -3.89 -3.10
C -0.93 -3.60 -1.76
C -3.55 -1.26 0.53
C -4.53 -1.84 -0.30
C -5.74 -1.19 -0.33
C -5.89 0.09 0.23
C -4.80 0.73 0.84
C -3.66 0.00 1.10
H -2.74 -1.98 3.80
H -1.55 -2.82 4.80
H -3.22 -3.57 4.28
H -2.86 -5.99 2.20
H -2.45 -5.47 0.64
H -3.94 -4.73 1.36
H -0.01 -5.74 1.98
H 0.66 -4.55 3.16
H 0.78 -4.13 1.58
H -2.06 -0.37 -2.01
H -1.53 -0.78 -4.34
H -0.95 -3.04 -5.09
H -0.36 -4.82 -3.37
H -0.76 -4.41 -1.04
H -4.40 -2.74 -0.86
H -6.56 -1.52 -0.94
H -6.87 0.59 0.11
H -4.78 1.76 1.17
H -2.80 0.43 1.59
Te -0.65 2.65 1.55
C -1.48 3.02 -0.31
C -0.95 2.43 -1.45
C -1.38 2.85 -2.76
C -2.45 3.77 -2.91
C -3.04 4.25 -1.75
C -2.55 3.90 -0.47
C 1.26 3.56 1.23
C 1.90 3.43 0.01
C 3.01 4.34 -0.27
C 3.56 5.13 0.76
C 3.00 5.08 2.06
C 1.85 4.36 2.25
H -0.09 1.83 -1.29
H -0.85 2.47 -3.61
H -2.79 4.10 -3.90
H -3.80 5.03 -1.87
H -2.82 4.46 0.43
H 1.65 2.71 -0.81
H 3.42 4.33 -1.29
H 4.51 5.73 0.58
H 3.38 5.65 2.89
H 1.36 4.39 3.21

Computed properties:
* orbital gap (alpha / beta): 5.427 / 2.155 eV
* ⟨S²⟩: 0.77
* net charge: 0
* relative energy (zero: lowest compared OMol25 entry of this formula, charge and spin): 41.78 kcal/mol
* 2S+1: 2